126
Properties=species:S:1:pos:R:3:forces:R:3 method="wB97M-V/def2-TZVPD" smiles="COC(=O)OC.COC(=O)OC.O=C1CCCO1.O=C1CCCO1.C1CCOC1.C1CCOC1.C1CCOC1.C1CCOC1.C1CCOC1.C1CCOC1" e_homo_ev=-9.44 fmax_ev_per_a=4.3 molar_mass_g_mol=784.978 orbital_gap_ev=9.24 charge=0 lumo_energy_ev=-0.1982 e_above_lowest_kj_mol=829.1
C -3.10939 -4.89358 -6.01438 0.358 1.008 -0.219
O -4.32198 -5.33831 -6.56454 -0.383 -0.176 -1.229
C -5.29706 -5.85031 -5.85568 -1.972 -2.881 -0.569
O -6.25159 -6.43534 -6.37131 1.526 1.759 1.194
O -4.99915 -5.83612 -4.56016 0.067 0.321 1.332
C -5.94247 -6.13281 -3.51419 -0.636 0.024 -0.011
H -2.67131 -4.34463 -6.84795 0.185 0.115 0.226
H -2.41446 -5.69242 -5.75548 -0.350 -0.150 0.280
H -3.32579 -4.20688 -5.19602 0.409 -0.163 0.131
H -6.65699 -6.92676 -3.73145 0.284 -0.049 -0.544
H -6.52840 -5.24650 -3.27083 0.093 0.154 -0.207
H -5.41199 -6.41620 -2.60513 0.418 0.055 -0.376
C -0.59922 -1.48689 -1.19727 0.106 -1.568 -1.460
O -0.26833 -0.53517 -0.24100 -1.787 -0.364 0.977
C 0.93789 -0.04111 -0.18690 1.244 0.196 -1.948
O 1.75271 -0.12089 -1.10909 -0.902 0.225 2.091
O 1.02849 0.58873 0.98307 -0.896 -0.221 -0.709
C 2.25716 1.21988 1.19252 1.108 -0.175 0.494
H -0.01117 -2.40069 -1.11195 0.610 0.172 0.155
H -0.48437 -1.14467 -2.22575 0.051 0.307 0.105
H -1.60351 -1.89507 -1.08369 -0.257 0.873 0.457
H 2.90611 0.41168 1.52981 0.685 0.354 -0.129
H 2.15732 1.92300 2.01941 -0.175 0.077 -0.300
H 2.59470 1.67234 0.26008 0.237 0.126 0.290
C -2.19804 5.49372 1.09442 -0.851 -0.287 -0.336
C -0.69565 5.58649 1.00044 1.013 1.368 1.643
C -0.47954 6.02682 -0.42607 -0.441 -0.393 -0.045
O -1.39606 5.22031 -1.09126 -2.471 -1.531 -1.548
C -2.52307 4.74125 -0.20555 2.500 1.701 0.270
H -2.62834 6.49507 1.10997 -0.015 0.142 -0.398
H -2.69954 5.00586 1.93023 0.655 -0.283 0.311
H -0.21018 4.65830 1.30188 0.095 -0.141 -0.494
H -0.29080 6.36230 1.65030 -0.025 -0.033 0.393
H 0.49942 5.90490 -0.88963 0.175 -0.502 0.364
H -0.72691 7.06585 -0.64361 -0.142 0.461 0.634
H -2.29310 3.68397 -0.07372 -0.739 -0.101 -0.170
H -3.51859 5.02952 -0.54307 0.263 -0.435 -0.637
C -4.34484 -1.61570 4.69998 1.561 -0.734 2.246
C -3.92752 -2.23891 3.36920 -0.128 1.051 0.309
C -5.16253 -3.06505 3.12733 -0.232 0.347 0.047
O -6.23040 -2.21759 3.60399 -0.664 -1.280 -1.885
C -5.78857 -1.29808 4.57807 -0.018 -0.256 -1.290
H -3.73974 -0.78981 5.07394 0.052 0.122 -0.319
H -4.32111 -2.35295 5.50249 0.587 -0.402 0.013
H -2.95911 -2.73484 3.30332 -0.174 -0.221 0.454
H -3.86087 -1.38200 2.69885 -0.169 -0.171 -0.598
H -5.14825 -3.98486 3.71199 0.109 -0.146 0.199
H -5.30522 -3.36604 2.08947 -0.358 0.354 -0.057
H -6.43206 -1.56441 5.41656 0.364 1.047 0.499
H -5.83471 -0.29386 4.15674 -0.911 0.284 0.367
C 0.27931 2.72205 -6.06390 1.090 -0.630 0.460
C 0.86431 2.86400 -7.45144 -1.249 0.118 -1.763
C 2.17651 3.48205 -7.27287 0.703 1.534 2.874
O 2.65713 2.84811 -6.01560 -0.475 -0.663 0.142
C 1.52224 2.22422 -5.27460 -0.266 0.713 -1.156
H -0.61948 2.10575 -6.08485 0.207 -0.217 0.351
H 0.02000 3.69657 -5.65018 -0.139 0.125 -0.261
H 0.16229 3.49388 -7.99781 0.210 0.026 -0.527
H 1.05130 1.96390 -8.03708 -0.686 -0.539 0.380
H 2.03807 4.53340 -7.02069 -0.161 0.366 0.221
H 2.94375 3.57781 -8.04117 -0.023 -1.243 -0.065
H 1.48244 2.52081 -4.22648 0.424 0.503 -0.120
H 1.58271 1.13643 -5.24041 0.374 -0.099 -0.504
C -6.00847 -0.71327 -2.86656 1.373 0.606 -0.345
C -5.11925 -0.28611 -4.08970 0.371 -0.608 0.731
C -5.28398 1.25583 -4.28589 -2.149 -2.701 1.266
O -6.63466 1.42406 -3.76101 0.003 0.190 -0.395
C -6.99981 0.39897 -2.78114 -0.133 1.499 -0.954
H -5.34893 -0.77033 -2.00062 -0.337 -0.241 0.218
H -6.56434 -1.63515 -3.03761 0.557 -0.195 0.078
H -5.46913 -0.94970 -4.88048 0.197 0.738 -0.699
H -4.07713 -0.53478 -3.88906 0.080 -0.142 -0.100
H -5.27008 1.44792 -5.35874 0.075 0.691 0.292
H -4.62741 1.83114 -3.63319 0.425 0.052 -0.524
H -7.96199 -0.00512 -3.09583 -0.275 0.486 0.243
H -7.05472 0.93195 -1.83192 -0.172 -0.386 0.195
C -1.12777 -6.19163 0.96752 -3.034 0.013 1.581
C 0.26372 -6.10954 1.34433 2.351 -0.967 -0.381
C 0.58939 -7.64866 1.47719 -0.076 1.867 -0.090
O -0.64497 -8.25352 1.87339 -0.859 -0.965 0.272
C -1.73734 -7.27592 2.02147 3.474 2.184 -1.367
H -1.18876 -6.59706 -0.04243 -0.491 0.124 0.002
H -1.54084 -5.18916 1.07943 -0.717 -0.114 -0.402
H 0.48769 -5.47930 2.20498 -0.305 -0.491 0.527
H 0.81533 -5.59687 0.55630 0.362 -0.390 -0.260
H 1.45066 -7.76395 2.13523 -0.468 -0.526 0.697
H 0.92279 -8.06401 0.52618 -0.309 -0.020 -0.230
H -1.60107 -6.91176 3.03976 -0.427 0.401 0.066
H -2.79112 -7.50813 1.86746 0.497 -1.085 -0.414
C 4.96326 -3.17863 2.30382 -1.931 -1.232 -0.144
C 6.18783 -2.77569 3.08943 0.160 -0.741 0.435
C 5.69443 -1.82039 4.15569 -0.985 0.317 -1.072
O 4.30435 -1.61826 3.85209 -0.495 1.467 0.364
C 3.75525 -2.77468 3.18523 3.080 1.221 0.659
H 4.77647 -4.25210 2.27428 0.853 -0.329 -0.625
H 4.85777 -2.79063 1.29069 0.267 0.197 0.125
H 6.97544 -2.33518 2.47811 0.048 -0.369 0.095
H 6.51176 -3.60580 3.71721 0.695 -0.417 -0.877
H 6.25279 -0.89202 4.03544 -0.464 0.291 0.609
H 5.82896 -2.28022 5.13475 -0.126 0.368 0.249
H 2.86327 -2.52299 2.61153 -0.075 -0.096 0.538
H 3.70893 -3.47960 4.01532 -1.061 -0.649 -0.398
O 5.66432 6.27386 9.11923 -2.200 -0.458 -0.830
C 4.80349 6.00436 8.28955 3.471 0.772 0.329
O 4.85374 4.81201 7.65360 -0.332 -1.059 -0.023
C 3.95211 4.73792 6.53894 -0.170 -0.768 -0.023
C 3.58256 6.12566 6.25302 -1.003 2.430 -0.526
C 3.89860 6.91945 7.54346 -1.453 0.593 -0.567
H 3.04669 4.16577 6.74131 0.258 -0.354 0.616
H 4.39037 4.30736 5.63858 0.591 -0.350 0.507
H 2.53063 6.19738 5.97659 -0.059 0.072 0.098
H 4.11033 6.50965 5.38003 0.296 0.163 0.226
H 3.00543 7.19016 8.10654 -0.289 -0.685 0.247
H 4.25175 7.93642 7.37275 0.897 -0.358 -0.071
O 5.38186 4.84602 0.71272 0.974 -1.395 -0.909
C 5.93323 4.07753 -0.06184 -1.248 1.037 1.928
O 5.71779 4.20921 -1.38245 1.598 -0.475 -1.074
C 6.60393 3.29810 -2.15818 -2.011 -1.287 0.849
C 7.06914 2.29257 -1.14338 0.661 -1.094 1.874
C 6.86564 2.90155 0.24684 1.624 1.155 -0.893
H 7.43065 3.72592 -2.72528 -0.456 0.696 0.267
H 5.93221 2.69600 -2.77004 0.044 0.813 -0.765
H 8.11953 2.04408 -1.29515 -0.149 -0.320 -0.034
H 6.47869 1.39240 -0.97263 -0.064 -0.293 -1.563
H 7.85759 3.27227 0.50508 -0.157 0.766 0.467
H 6.67894 2.17408 1.03678 -0.874 0.377 -0.131